Here is a structure of composition C28H28BrN5OPtS from OMol25. Energies are from ωB97M-V/def2-TZVPD.

Values from the calculation:
Electronic energy = -4524.268972 hartree
Kohn-Sham gap (alpha / beta) = 5.87 / 6.80 eV
Expectation value of S² = 2.04
Multiplicity = 3
Lowest unoccupied orbital energy (alpha / beta) = 0.4 / 0.0 eV
ΔE to the lowest compared entry with this formula, charge and spin = 0.0000 eV
E_HOMO (alpha / beta) = -5.5 / -6.8 eV

CARTESIAN COORDINATES (ANGSTROEM)
N -0.0436 -1.8611 -1.2562
H -2.5995 0.8707 4.5215
Pt -1.6073 1.2685 -0.6952
C 3.9884 -0.9122 -2.5482
S -2.0185 -0.7047 -2.6521
C 3.2583 -0.2011 -1.6094
H 3.8086 -0.7394 -3.6028
H -4.6687 4.3383 -3.5428
N -0.7674 -3.0030 -3.0974
C 1.3428 -3.6683 -2.1219
H -4.6512 0.4334 -0.6099
H -2.3645 -0.8401 1.1358
C 3.0482 0.6388 2.1063
H 4.5923 -1.5178 1.2071
C -0.8697 -1.9239 -2.2929
C 4.4344 -1.3182 0.1555
H 5.8907 -2.7617 -0.4537
H -1.9423 -1.1984 2.8194
C 2.0861 0.8082 3.1109
C -2.4808 2.7420 3.4966
C 2.6221 0.3419 0.7287
N -2.5747 1.3716 3.6513
C 4.3919 0.8264 2.4503
C 4.9470 -1.8364 -2.1450
H -6.8245 1.2051 -1.5349
C 0.9537 -2.8644 -0.8995
H -0.4375 -4.8796 -2.1914
H 0.3194 -4.6349 -3.7661
C -4.7090 1.2992 -1.2562
C 4.7592 1.1428 3.7500
H -2.4438 3.4142 4.3353
H -1.4628 -3.0481 -3.8222
H 5.8062 1.2928 3.9838
H -7.7834 2.8122 -2.9175
C 0.2147 1.0101 -0.0677
Br -1.9023 3.7635 -2.6546
N -2.5070 1.7337 1.4951
C -5.9008 2.8402 -2.6107
H 4.0843 1.5262 5.7552
C 1.3414 0.7042 0.3306
H -2.3389 3.8730 1.6179
C 2.4558 1.1198 4.4091
C -4.7026 3.4760 -2.8947
C -3.5592 2.9609 -2.3191
H 2.5039 0.5091 -1.9274
O -7.0221 3.3441 -3.1736
H -3.6417 -1.0585 2.3518
C -2.4378 2.9457 2.1566
H 5.1533 0.7579 1.6842
C 3.7963 1.2824 4.7404
H 1.6904 1.2416 5.1663
C 3.4700 -0.3788 -0.2336
C -5.9090 1.7300 -1.7758
H 1.9596 -4.5177 -1.8282
H 0.5595 -3.5235 -0.1200
N -3.5406 1.8955 -1.5115
H 1.0406 0.7001 2.8473
C -2.5806 0.8065 2.4188
H 1.9289 -3.0467 -2.8019
C 0.0841 -4.1498 -2.8198
H 5.5195 -2.3908 -2.8779
C -2.6399 -0.6610 2.1749
C 5.1593 -2.0354 -0.7866
H -0.0910 -1.0133 -0.6961
H 1.8116 -2.3376 -0.4859